Below is a cluster of 17 separate species, H32O20S in total, with properties calculated with ωB97M-V with the def2-TZVPD basis set.

```
53
Properties=species:S:1:pos:R:3:forces:R:3:lowdin_charge:R:1
O -2.011 -2.681 3.254 -0.0886 -0.2300 -0.1230 -0.057
H -3.367 -1.054 0.399 -0.0077 0.0873 0.2448 0.009
H -1.646 2.795 -2.510 0.1575 -0.0054 0.0356 0.023
H -3.160 -2.326 -0.424 0.3004 0.0366 -0.0809 0.023
O -2.175 2.305 -1.877 -0.2409 0.1854 -0.0938 -0.065
O -0.612 0.006 -1.621 -0.6856 -0.5133 -1.0671 -0.365
H 1.552 4.566 0.281 0.1012 -0.0199 -0.1002 0.045
O -0.377 0.023 3.243 -0.2443 -0.1040 0.9144 -0.093
H 2.834 0.638 0.272 -0.2152 0.4244 -0.0691 -0.018
H -0.663 2.463 2.593 0.1153 -0.2179 0.0103 0.041
O 2.440 -0.812 2.323 0.1549 -0.2765 0.6495 -0.057
O 0.703 0.417 -3.924 -0.0052 0.3440 -0.3025 -0.065
O -3.815 -1.647 -0.218 -0.1831 0.0451 0.0837 -0.068
H -2.141 -0.643 -2.715 -0.2942 0.0286 0.1502 -0.012
H -0.444 -3.192 1.590 -0.0751 0.0932 0.1521 0.021
H -3.432 -0.667 -1.884 0.0539 -0.2532 0.0877 0.003
O 1.426 -0.542 -0.407 -0.3754 0.3351 -0.3503 -0.385
H -2.507 1.017 2.098 0.0939 0.3804 -0.1483 -0.015
O -1.023 -2.723 -1.172 -0.2340 -0.3611 -0.2255 -0.069
H -0.959 -1.783 -1.393 -0.0644 -0.2325 -0.0823 -0.027
H -1.766 -1.814 2.904 -0.0061 0.2233 0.0651 0.005
O 3.301 1.417 0.614 0.4033 -0.2852 0.3840 -0.067
H 3.615 -2.592 -1.053 0.0420 0.0410 -0.1016 0.008
H -0.267 -2.884 -0.589 -0.0343 -0.1398 0.1333 0.001
H -0.503 -0.185 2.293 0.2610 0.3024 -0.0859 -0.047
O -3.375 0.585 2.025 -0.2520 -0.4387 -0.0157 -0.062
H 1.130 2.495 -1.371 0.0825 -0.2221 -0.5826 -0.024
H 0.167 0.369 -3.112 0.0884 -0.2975 0.0816 -0.016
H 1.219 2.191 -2.875 0.1210 -0.1316 -0.1052 -0.006
H 2.443 -1.055 1.391 -0.1850 -0.0110 -0.1233 0.003
O -3.099 -0.732 -2.790 -0.0454 0.0540 -0.6109 -0.079
O 2.688 -2.830 -1.100 0.0669 -0.2433 0.1175 -0.074
O -0.664 -0.468 0.758 -0.3974 -0.0069 -0.9390 -0.317
H 2.910 -0.024 -1.606 -0.0843 0.0055 -0.3117 -0.011
H -3.762 0.672 2.898 0.0016 -0.0304 0.0485 0.027
H -1.758 1.429 -1.841 -0.0807 0.2011 0.0446 -0.019
H -2.217 -2.511 4.175 0.0633 0.0924 0.0435 0.028
H 4.367 -0.475 -1.672 0.0620 0.1220 0.1011 0.020
O -1.343 2.452 1.914 -0.2412 0.3359 0.1180 -0.067
H 2.603 2.045 0.835 -0.0839 0.2248 -0.2071 0.002
O 0.307 1.561 -0.102 0.0412 0.6976 0.3644 -0.367
S 0.088 0.136 -0.354 1.5651 -0.3309 2.0763 0.401
O 0.463 -3.087 1.287 0.2179 -0.3172 -0.0463 -0.057
H 0.375 -0.516 3.508 0.1877 -0.0002 -0.2004 0.021
H -0.863 2.218 1.100 -0.0334 -0.0655 0.0009 0.002
O 1.444 3.797 0.845 0.0073 0.2030 0.1298 -0.058
H 2.210 -1.991 -0.952 -0.0773 -0.2721 -0.1303 -0.022
H 0.585 -2.131 1.212 -0.1542 0.0274 0.0604 -0.012
H 0.878 3.197 0.333 -0.0154 0.0116 0.2776 -0.011
H 0.357 -0.281 -4.483 0.0254 -0.0613 0.0021 0.036
O 1.458 2.852 -2.218 -0.0391 0.4652 0.0835 -0.072
O 3.663 -0.110 -2.213 0.1809 -0.0073 -0.1068 -0.061
H 2.724 0.108 2.329 0.0486 0.1074 -0.2504 0.025
```
Positions in Å, forces in eV/Å.

For the energy above the lowest of the compared OMol25 structures with the same formula, charge and spin, the calculation gives 25.8 kcal per mole. As for the HOMO energy: -0.176 Ha. The net charge is -2. The value obtained for the orbital gap is 9.699 eV.